[1]
Formula: C26H27CsN2O9
Source: OMol25
Level of theory: ωB97M-V/def2-TZVPD

```
65
Properties=species:S:1:pos:R:3:lowdin_charge:R:1
Cs -0.208 -1.146 0.640 1.3118
C -0.420 1.101 4.710 -0.0443
C 0.461 1.452 3.548 -0.2770
C 1.594 0.694 3.260 -0.0674
C 2.373 0.962 2.145 -0.1112
C 2.042 2.013 1.299 -0.1104
C 0.931 2.789 1.587 -0.1114
C 0.145 2.506 2.696 -0.0530
H 0.172 0.809 5.579 0.0754
H -1.050 0.252 4.428 0.0620
H -1.057 1.942 4.989 0.0720
H 1.841 -0.149 3.896 0.1195
H 3.211 0.319 1.910 0.1040
H 2.625 2.195 0.406 0.0962
H 0.658 3.611 0.934 0.0861
H -0.746 3.094 2.889 0.1085
C 3.911 -0.458 -2.729 -0.0370
C 3.170 -1.048 -1.526 -0.4109
O 2.272 -0.368 -1.042 -0.0514
C 3.560 -2.369 -1.056 -0.1071
C 4.532 -3.100 -1.766 -0.0863
C 4.905 -4.378 -1.430 -0.1474
C 4.280 -4.984 -0.325 -0.1308
C 3.345 -4.317 0.408 -0.0310
C 2.931 -2.964 0.112 -0.4123
O 2.082 -2.388 0.832 -0.3185
H 3.502 0.533 -2.911 0.0686
H 3.767 -1.073 -3.619 0.0739
H 4.983 -0.382 -2.543 0.0736
H 5.003 -2.642 -2.627 0.0870
H 5.650 -4.911 -2.007 0.0744
H 4.546 -6.002 -0.052 0.0882
H 2.862 -4.782 1.259 0.1032
O -5.984 -3.133 2.779 0.0285
C -4.956 -2.501 2.566 -0.3210
C -4.775 -1.423 1.548 -0.3366
O -5.643 -0.985 0.790 0.0075
C -3.375 -0.978 1.627 -0.3844
C -2.725 -1.648 2.745 -0.3878
O -1.582 -1.409 3.195 -0.1592
C -3.639 -2.698 3.245 -0.3315
O -3.385 -3.558 4.085 0.0197
O -2.836 -0.144 0.862 -0.2039
O -1.682 -2.426 -2.501 -0.0119
O -1.759 -3.618 -2.526 0.0226
C -2.067 2.489 -0.567 -0.1473
C -2.815 3.428 -1.547 -0.1567
N -2.398 3.165 -2.929 -0.1725
C -2.689 1.761 -3.240 -0.1562
C -1.941 0.820 -2.258 -0.1699
N -1.156 1.613 -1.311 -0.1573
C -0.202 2.431 -2.049 -0.1605
C -0.953 3.376 -3.025 -0.1703
H -2.748 1.851 -0.006 0.0953
H -1.473 3.061 0.150 0.0956
H -2.614 4.483 -1.334 0.1045
H -3.896 3.278 -1.489 0.1123
H -2.389 1.581 -4.277 0.1052
H -3.770 1.618 -3.176 0.1128
H -1.256 0.163 -2.799 0.1021
H -2.634 0.206 -1.682 0.1066
H 0.478 1.761 -2.581 0.1105
H 0.397 2.997 -1.328 0.0984
H -0.654 3.201 -4.063 0.1040
H -0.752 4.428 -2.797 0.1042
```

Values from the calculation:
E in eV: -49353.207
E_HOMO (spin up / spin down) in eV: -0.598 / -0.597
Total charge: -2
Molar mass in g/mol: 644.41
Energy relative to the best compared isomer or geometry (same formula, charge and spin) in kJ/mol: 42.4
Gap between HOMO and LUMO (spin up / spin down) in eV: 3.6651 / 3.6477
LUMO level (spin up / spin down) in eV: 3.067 / 3.051

[2]
Formula: C50H52BBr3N2O4PSeTa
Source: OMol25
Level of theory: ωB97M-V/def2-TZVPD

```
115
Properties=species:S:1:pos:R:3:lowdin_charge:R:1
Ta -0.137 0.399 0.281 1.3806
Br 1.402 -0.814 -1.893 0.7978
C 2.869 0.276 -2.623 -0.8922
Br 2.345 2.023 -3.150 0.7832
H 3.198 -0.286 -3.488 0.0195
H 3.603 0.342 -1.834 0.0072
C -3.820 -3.985 0.756 -0.0216
C -2.736 -4.201 -0.268 -0.2513
C -2.875 -5.280 -1.143 -0.0314
C -1.897 -5.620 -2.061 -0.0423
C -0.716 -4.893 -2.116 -0.0656
C -0.561 -3.808 -1.275 -0.1382
C -1.566 -3.431 -0.378 -0.3070
P -1.093 -2.048 0.695 1.0631
C -2.581 -1.231 1.357 -0.3480
C -3.402 -0.717 0.343 -0.1846
C -4.519 0.048 0.630 -0.0587
C -4.824 0.309 1.955 -0.0336
C -4.033 -0.218 2.967 -0.0217
C -2.910 -0.999 2.709 -0.2511
C -2.168 -1.579 3.883 -0.0195
C -0.033 -2.734 1.947 -0.3426
C -0.298 -3.937 2.604 -0.0770
C 0.522 -4.335 3.639 -0.0515
C 1.598 -3.528 4.009 -0.0367
C 1.876 -2.358 3.326 -0.0174
C 1.073 -1.950 2.259 -0.2946
C 1.448 -0.744 1.430 -0.2937
H -4.400 -4.899 0.869 0.0919
H -4.509 -3.191 0.464 0.0893
H -3.419 -3.721 1.734 0.0703
H -3.771 -5.885 -1.075 0.1237
H -2.042 -6.473 -2.710 0.1188
H 0.078 -5.176 -2.794 0.1177
H 0.371 -3.254 -1.297 0.0513
H -3.171 -0.945 -0.690 0.0408
H -5.138 0.429 -0.171 0.1177
H -5.690 0.907 2.209 0.1195
H -4.302 -0.031 3.999 0.1235
H -2.592 -1.197 4.810 0.0899
H -1.105 -1.342 3.866 0.0757
H -2.256 -2.666 3.905 0.0852
H -1.145 -4.548 2.311 0.1138
H 0.330 -5.260 4.165 0.1167
H 2.237 -3.832 4.828 0.1178
H 2.737 -1.762 3.604 0.1248
H 2.247 -1.046 0.750 0.0473
H 1.914 -0.025 2.109 0.0711
O 3.125 1.341 0.127 0.0722
B 1.799 1.666 0.358 -0.6539
O 1.683 2.920 0.931 0.1444
C 2.982 3.393 1.052 -0.1824
C 3.417 4.595 1.560 0.0242
C 4.793 4.802 1.551 -0.0604
C 5.672 3.842 1.055 -0.0613
C 5.216 2.629 0.546 0.0202
C 3.854 2.441 0.561 -0.1872
H 2.727 5.334 1.943 0.1269
H 5.189 5.730 1.939 0.1130
H 6.735 4.041 1.070 0.1130
H 5.894 1.877 0.168 0.1255
C -4.058 2.263 -4.510 -0.1038
C -3.307 3.558 -4.213 -0.2407
C -1.988 3.722 -4.969 -0.1699
C -0.796 2.967 -4.393 -0.1742
N -0.894 1.510 -4.534 -0.0071
C -1.209 0.611 -3.592 -0.6087
Se -1.638 1.086 -1.816 0.8383
N -1.286 -0.607 -4.144 0.0086
C -1.675 -1.832 -3.447 -0.1578
C -3.175 -2.095 -3.374 -0.1603
C -3.869 -2.489 -4.682 -0.2282
C -4.347 -1.320 -5.535 -0.0893
C -0.965 -0.504 -5.494 -0.1504
C -0.865 -1.463 -6.498 0.0070
C -0.521 -1.006 -7.753 -0.0445
C -0.282 0.355 -8.004 -0.0444
C -0.381 1.304 -7.008 0.0181
C -0.730 0.842 -5.743 -0.1386
H -5.050 2.281 -4.058 0.0824
H -3.548 1.378 -4.123 0.0233
H -4.189 2.125 -5.585 0.0860
H -3.126 3.652 -3.138 0.0955
H -3.949 4.397 -4.485 0.1140
H -1.697 4.775 -4.962 0.1245
H -2.125 3.452 -6.020 0.1140
H -0.674 3.183 -3.332 0.0854
H 0.122 3.263 -4.902 0.1090
H -1.276 -1.751 -2.439 0.0329
H -1.157 -2.657 -3.935 0.1294
H -3.672 -1.223 -2.933 0.1062
H -3.280 -2.911 -2.652 0.0999
H -4.735 -3.104 -4.430 0.1128
H -3.207 -3.142 -5.260 0.1041
H -5.052 -0.701 -4.976 0.0765
H -4.862 -1.679 -6.426 0.0837
H -3.532 -0.677 -5.869 0.0528
H -1.056 -2.510 -6.313 0.1164
H -0.434 -1.713 -8.567 0.1183
H -0.014 0.664 -9.005 0.1186
H -0.194 2.350 -7.206 0.1225
Br -2.089 2.567 7.147 0.8053
C -2.180 3.118 5.349 -0.6689
C -2.841 4.296 5.016 -0.0763
C -2.921 4.704 3.690 -0.0334
C -2.351 3.937 2.690 0.0178
C -1.691 2.760 3.040 -0.1331
C -1.592 2.345 4.369 -0.0437
C -1.121 1.923 2.012 -0.4929
O -1.220 2.150 0.756 -0.1804
O -0.463 0.843 2.270 -0.1126
H -3.292 4.893 5.797 0.1160
H -3.434 5.624 3.446 0.1207
H -2.409 4.234 1.652 0.1295
H -1.069 1.432 4.620 0.1180
```

Values from the calculation:
E in eV: -350846.876
E_HOMO in eV: -12.901
Total charge: +2
Molar mass in g/mol: 1286.38
Energy relative to the best compared isomer or geometry (same formula, charge and spin) in kJ/mol: 117.4
Gap between HOMO and LUMO in eV: 6.5069
LUMO level in eV: -6.394

[3]
Formula: C5H12N2S
Source: OMol25
Level of theory: ωB97M-V/def2-TZVPD

```
20
Properties=species:S:1:pos:R:3:lowdin_charge:R:1
C 1.306 -1.769 -0.608 -0.3457
C 1.885 -1.527 0.815 -0.2316
C -2.225 1.049 -0.580 -0.1342
C 0.227 1.837 -0.275 -0.1249
C -1.051 1.220 0.369 -0.4759
N 0.024 -1.232 -0.789 -0.2410
N 0.854 -0.709 1.520 -0.2836
S -0.350 -0.553 0.601 0.8481
H 1.995 -1.403 -1.308 0.0794
H 1.443 -2.812 -0.891 0.1002
H 2.148 -2.474 1.309 0.1007
H 2.814 -1.050 0.842 0.0736
H -2.734 0.222 -0.119 -0.0086
H -2.684 2.075 -0.678 0.1110
H -1.805 0.644 -1.555 0.0976
H 0.223 2.926 -0.571 0.1081
H 0.358 1.266 -1.149 0.0380
H 1.003 1.526 0.392 0.0460
H -1.193 1.736 1.363 0.1381
H -2.237 -0.970 1.312 0.1047
```

Values from the calculation:
E in eV: -19188.457
E_HOMO (spin up / spin down) in eV: -8.446 / -8.447
Total charge: 0
Molar mass in g/mol: 132.23
Energy relative to the best compared isomer or geometry (same formula, charge and spin) in kJ/mol: 603.9
Gap between HOMO and LUMO (spin up / spin down) in eV: 7.8123 / 7.8151
LUMO level (spin up / spin down) in eV: -0.633 / -0.632

Question: Which of these has the highest molar mass?
Answer: C50H52BBr3N2O4PSeTa

Question: The highest energy relative to the best compared isomer or geometry (same formula, charge and spin) belongs to which entry?
Answer: C5H12N2S

Question: The lowest energy relative to the best compared isomer or geometry (same formula, charge and spin) belongs to which entry?
Answer: C26H27CsN2O9